Record 1
6
Properties=species:S:1:pos:R:3:forces:R:3:lowdin_charge:R:1 method="wB97M-V/def2-TZVPD" e_lumo_ev=-2.49 smiles=BrP(Br)#P(Br)I charge=0 orbital_gap_ev=7.32 molar_mass_da=428.564 total_energy_ev=-236806.9427 homo_energy_ev=-9.8 e_above_lowest_ev=0.847
I 0.89324 -0.50318 2.61796 -0.016 0.432 -0.958 0.2800
Br -0.96454 0.48865 -2.32184 0.180 0.267 -0.507 0.1540
Br 2.39263 -1.17591 -1.10948 -1.418 1.620 1.410 -0.1399
Br -2.33710 0.92761 0.72433 0.164 0.039 0.142 0.1077
P -0.85234 -0.39494 -0.32964 -0.914 -1.007 0.134 -0.3804
P 0.86812 0.65776 0.41868 2.005 -1.352 -0.221 -0.0214

=====

Record 2
15
Properties=species:S:1:pos:R:3:forces:R:3:lowdin_charge:R:1 method="wB97M-V/def2-TZVPD" spin_multiplicity=3 e_lumo_ev="0.88 / -0.09" charge=0 orbital_gap_ev="8.39 / 10.98" molar_mass_da=83.927 total_energy_ev=-7013.4507 homo_energy_ev="-7.5 / -11.1" e_above_lowest_ev=0.866
O -0.46434 -1.19889 -0.15782 -1.761 -5.907 2.046 0.0438
C -1.13193 0.98518 -0.45848 -0.851 0.471 -1.908 -0.1286
C -1.83564 -1.17882 0.36105 -0.378 -1.627 1.663 -0.1464
C 3.64586 -1.01621 0.27023 -0.022 -2.693 -0.953 0.1097
C -2.20996 0.29389 0.42928 2.069 0.148 2.372 -0.1890
B 0.01969 -0.15686 -0.61669 0.214 5.219 -1.457 -0.2410
H -2.49325 -1.81771 -0.27086 0.684 0.545 0.079 0.1252
H -0.84898 1.91683 -0.05523 0.686 1.030 0.769 0.0526
H 3.90611 -0.12900 0.68712 0.433 2.514 1.062 -0.0558
H -3.21080 0.51336 0.20018 -1.284 0.140 -0.632 0.0818
H -1.82591 -1.71126 1.41427 0.154 1.107 -2.106 0.1530
H 4.39507 -1.79353 0.23967 -0.005 -0.014 -0.019 -0.0148
H 2.67436 -1.25084 -0.10735 -0.374 0.183 -0.081 -0.0477
H -2.09887 0.57902 1.56016 0.007 -0.099 -2.084 0.1418
H -1.53896 1.35083 -1.47574 0.429 -1.017 1.248 0.1155

=====

Record 3
21
Properties=species:S:1:pos:R:3:forces:R:3:lowdin_charge:R:1 method="wB97M-V/def2-TZVPD" e_lumo_ev="-1.53 / -1.44" charge=0 orbital_gap_ev="7.48 / 7.38" molar_mass_da=132.159 total_energy_ev=-12552.6761 homo_energy_ev="-9.0 / -8.8" e_above_lowest_ev=7.173
O 1.26159 -0.47807 1.33920 -0.435 0.523 -0.050 -0.1240
O -0.51106 0.77562 -1.92499 0.105 0.005 0.162 0.0727
O -0.97878 -0.91721 -0.46602 0.014 0.164 -0.100 -0.1058
C -0.71464 1.18886 1.48244 0.014 -0.015 -0.069 -0.0323
C -2.13697 -1.19708 -1.25828 0.173 0.114 0.013 -0.0499
C 1.78014 -1.42199 0.58805 0.037 -0.017 -0.660 -0.2274
C -0.19767 0.14136 -0.91164 -0.137 -0.200 0.413 -0.5522
C 0.34272 0.97258 0.44116 -0.169 -0.740 -0.070 -0.2964
C 1.30187 1.87960 0.15827 0.234 0.194 -0.109 0.1193
H 1.68905 -1.07775 -0.57351 0.206 -0.202 0.275 0.1019
H -0.28830 1.65790 2.36889 0.013 -0.003 -0.047 0.0905
H 1.20398 -2.35714 0.52119 0.065 0.047 0.116 0.1016
H -1.49632 1.83577 1.07308 0.036 -0.019 0.021 0.0999
H 2.86633 -1.56749 0.68654 -0.103 0.011 0.026 0.0998
H -1.85476 -1.52169 -2.26193 -0.005 0.008 0.057 0.0935
H 0.93714 -0.37706 -1.01880 -0.097 0.201 0.024 0.1609
H 2.04522 1.69782 -0.60752 -0.043 -0.014 -0.032 0.0898
H -2.66559 -1.99236 -0.73790 0.024 0.037 -0.025 0.0908
H 1.34697 2.82728 0.68031 0.020 -0.055 0.048 0.0881
H -1.16191 0.24245 1.77076 0.016 0.009 -0.015 0.0850
H -2.76899 -0.31139 -1.34931 0.033 -0.046 0.022 0.0942

=====

Record 4
31
Properties=species:S:1:pos:R:3:forces:R:3:lowdin_charge:R:1 method="wB97M-V/def2-TZVPD" spin_multiplicity=6 e_lumo_ev="-5.83 / -7.03" charge=+1 orbital_gap_ev="7.22 / 7.37" molar_mass_da=684.321 total_energy_ev=-73907.1416 homo_energy_ev="-13.0 / -14.4" e_above_lowest_ev=2.354
Ir 0.49377 -0.54912 -0.00663 -0.030 -0.134 -0.220 1.5748
Te -2.21061 -0.99429 1.57767 0.517 -0.349 0.138 1.9610
Cl 3.17957 0.61756 0.12542 -0.084 0.020 0.043 0.6010
P -1.67127 1.89701 -0.17139 -0.064 0.022 -0.038 0.3705
P -2.52070 -0.37441 -1.81577 -0.085 -0.011 -0.105 0.4202
F -3.01121 -2.63827 1.39770 -0.013 0.034 -0.005 -0.2972
F -3.16770 -0.18857 2.93461 0.073 0.037 -0.016 -0.3123
F -1.40911 -1.77699 3.07301 -0.096 0.000 0.041 -0.3418
F -3.85463 -0.55934 0.67151 0.043 0.056 -0.025 -0.3743
F -0.59203 -2.27607 0.83793 -0.137 0.195 0.050 -0.4899
O -3.80115 -0.96553 -2.20405 0.004 0.009 -0.009 -0.2142
O -0.38864 -0.05495 1.71194 -0.372 -0.088 0.093 -0.4436
O -0.29980 1.46714 -0.63239 0.139 -0.036 -0.045 -0.3856
O -1.36639 -0.41743 -2.90017 0.009 -0.008 0.014 -0.0919
O -1.73434 -0.88668 -0.54873 0.050 0.077 0.023 -0.5560
O -1.84083 3.46021 -0.10574 0.015 0.035 -0.049 -0.0544
O -2.21472 1.25146 1.08902 0.011 0.149 0.014 -0.3770
N -4.25262 1.49035 -1.01675 0.008 -0.069 0.005 0.1985
C -2.82421 1.43472 -1.50536 0.069 -0.011 0.019 -0.4850
C 2.49479 -0.84609 -0.54227 0.034 0.079 0.046 -0.7168
C -2.69048 2.25896 -2.78022 0.013 0.004 -0.003 -0.0486
H -1.64832 -0.82937 -3.73012 -0.005 0.005 -0.004 0.1208
H -3.31979 1.85248 -3.57399 -0.001 0.004 -0.004 0.1027
H -4.65230 2.42260 -1.12556 -0.001 0.007 0.026 0.1777
H -1.32317 3.93840 0.55763 -0.009 -0.011 0.012 0.1234
H -4.79091 0.79500 -1.55936 -0.012 0.004 0.009 0.1542
H 2.60923 -0.89683 -1.62317 -0.013 0.038 0.003 0.0263
H -1.65736 2.24514 -3.12055 -0.001 -0.001 0.003 0.0973
H -4.30486 1.18709 -0.03330 -0.005 -0.022 0.012 0.1355
H -2.97061 3.29683 -2.59484 -0.003 0.001 -0.002 0.0954
H 2.87684 -1.72080 -0.01843 -0.053 -0.039 -0.024 0.0291